This record from the Open Molecules 2025 dataset describes a 15-piece molecular cluster, C45H115N5O30 overall at a distorted geometry. The level of theory is ωB97M-V/def2-TZVPD.

Structure (ORCA input):
```
! RIJCOSX wB97M-V def2-TZVPD def2/J DEFGRID3
* xyz 0 1
C -2.2088 5.2645 0.5756
N -3.5331 4.9782 0.0449
O -4.3332 5.8927 -0.1877
O -3.8014 3.8004 -0.2222
H -2.5051 5.7285 1.5163
H -1.7316 5.8581 -0.2041
H -1.7245 4.2960 0.7005
C -3.2882 1.0371 1.8427
N -3.3025 -0.4365 2.1298
O -4.2916 -1.0579 1.8238
O -2.2092 -0.8915 2.5149
H -2.2385 1.3204 1.7657
H -3.7273 1.5697 2.6863
H -3.7540 1.3567 0.9104
C 0.6656 -0.7545 0.3912
N -0.4306 -0.1561 -0.3558
O -0.5436 1.0418 -0.3788
O -1.2563 -0.9444 -0.8535
H 1.3816 -0.0022 0.7221
H 1.2095 -1.4348 -0.2641
H 0.2620 -1.3125 1.2362
C -0.4964 -3.3626 7.3219
N -0.6091 -4.0029 5.9676
O -0.5333 -5.2287 5.8689
O -0.8973 -3.2474 5.0770
H -1.4767 -3.1586 7.7526
H 0.1099 -2.4595 7.2514
H -0.0048 -4.1692 7.8658
C -4.1554 -5.5072 0.1081
N -4.1504 -6.5358 1.1826
O -3.8647 -6.0521 2.3137
O -4.4928 -7.7192 1.0002
H -5.1486 -5.0590 0.0833
H -4.0186 -6.0995 -0.7966
H -3.3194 -4.8229 0.2531
C -1.8345 0.3337 5.5071
O -1.9537 0.8168 6.7921
C -0.7139 1.2072 7.3494
C -0.9194 1.6520 8.8024
O -1.2775 0.4685 9.5365
C -1.5723 0.6570 10.9004
H -1.1045 0.8817 4.9114
H -2.7144 0.6500 4.9468
H -1.6541 -0.7400 5.4541
H -0.2569 1.9762 6.7265
H -0.0478 0.3453 7.3103
H -1.7089 2.3959 8.9086
H 0.0320 2.0004 9.2043
H -1.9307 -0.2773 11.3325
H -2.3413 1.4164 11.0417
H -0.7310 0.9831 11.5120
C 5.4430 3.1311 -0.7621
O 4.2600 3.7513 -0.5383
C 4.2340 4.2645 0.7982
C 2.7921 4.7132 1.0036
O 1.8221 3.7564 0.6800
C 1.2172 3.9736 -0.5384
H 5.4218 2.1535 -0.2806
H 6.2887 3.7192 -0.4056
H 5.4920 2.9086 -1.8280
H 4.8634 5.1482 0.9029
H 4.5748 3.5069 1.5039
H 2.6243 5.6902 0.5503
H 2.6179 5.0741 2.0173
H 0.9443 5.0161 -0.7018
H 0.2907 3.4017 -0.5897
H 1.9076 3.6300 -1.3088
C 4.2311 -0.0407 1.8552
O 4.7438 0.8111 2.8751
C 3.6503 1.4328 3.4763
C 2.7115 0.5211 4.3051
O 1.6116 -0.0773 3.5169
C 1.3044 -1.3838 4.1282
H 3.6503 0.5034 1.1104
H 3.6584 -0.8928 2.2214
H 5.0323 -0.5341 1.3050
H 3.0119 1.8923 2.7217
H 4.0428 2.2175 4.1230
H 2.2520 1.0514 5.1392
H 3.3410 -0.2829 4.6867
H 0.7663 -1.2273 5.0631
H 2.0695 -2.1178 4.3811
H 0.5811 -1.8473 3.4574
C -7.7664 -0.3476 -4.5009
O -6.4055 -0.6001 -4.1473
C -5.4790 -0.2380 -5.1556
C -4.6708 1.0192 -4.8729
O -3.6500 0.8723 -3.9235
C -4.0671 0.7475 -2.5597
H -8.0764 -0.7175 -5.4782
H -7.8634 0.7373 -4.4604
H -8.4428 -0.8117 -3.7832
H -6.0118 -0.2832 -6.1054
H -4.7514 -1.0358 -5.3048
H -5.3902 1.7602 -4.5245
H -4.3908 1.3461 -5.8743
H -3.1233 0.5547 -2.0495
H -4.6761 -0.1343 -2.3606
H -4.6963 1.5629 -2.2029
C -3.2964 -2.8590 -2.4812
O -2.9639 -4.2414 -2.5571
C -2.8986 -4.7061 -3.8699
C -2.5777 -6.2158 -3.7877
O -3.6206 -7.0321 -3.3313
C -3.1527 -8.3827 -3.0445
H -3.2475 -2.6124 -1.4206
H -4.2982 -2.7140 -2.8854
H -2.7207 -2.1783 -3.1084
H -2.0578 -4.1835 -4.3259
H -3.8399 -4.5886 -4.4069
H -1.8273 -6.2758 -2.9994
H -2.0817 -6.6854 -4.6372
H -2.3117 -8.3548 -2.3516
H -2.7949 -8.9297 -3.9168
H -3.9224 -9.0770 -2.7076
C 0.4090 -2.1275 -4.2912
O 0.1672 -0.9283 -4.9698
C 0.0644 0.2619 -4.3002
C 1.3782 0.8504 -3.7747
O 1.9407 -0.0002 -2.7521
C 3.0538 0.5424 -2.0621
H 0.3941 -2.9103 -5.0496
H -0.5110 -2.2619 -3.7224
H 1.3119 -2.1938 -3.6841
H -0.5703 0.1144 -3.4265
H -0.4323 0.9705 -4.9630
H 1.2411 1.8183 -3.2927
H 2.0371 0.9956 -4.6307
H 3.9590 0.4651 -2.6643
H 3.3174 -0.0124 -1.1617
H 2.8489 1.5806 -1.8006
C -0.3805 -4.3034 -0.1127
O 0.9611 -4.7171 -0.0010
C 1.4231 -4.8020 1.3434
C 2.9589 -4.6781 1.2939
O 3.4043 -3.4019 0.8581
C 3.3908 -3.2247 -0.5440
H -0.6241 -3.3105 0.2653
H -0.9915 -5.0053 0.4549
H -0.7697 -4.2971 -1.1308
H 1.1301 -5.7613 1.7701
H 1.0774 -3.9922 1.9858
H 3.4390 -5.4111 0.6455
H 3.3380 -4.8690 2.2979
H 4.0550 -2.4001 -0.8030
H 2.4238 -2.9890 -0.9883
H 3.8168 -4.0774 -1.0726
C 3.4532 4.2538 -4.9388
O 2.0027 4.1587 -4.7933
C 1.4173 5.3478 -4.2807
C -0.0745 5.0640 -4.0635
O -0.1809 4.0228 -3.1150
C -1.5197 3.6534 -2.9188
H 3.8462 4.7297 -4.0404
H 3.7289 4.9700 -5.7129
H 3.8889 3.2808 -5.1662
H 1.5645 6.1813 -4.9675
H 1.9375 5.6974 -3.3889
H -0.6047 4.9057 -5.0025
H -0.4273 6.0469 -3.7512
H -1.8935 2.9481 -3.6611
H -2.3321 4.3608 -2.7523
H -1.5966 2.9218 -2.1144
C 0.0656 2.8796 3.0140
O -1.2655 3.2833 3.2340
C -1.4939 4.2216 4.3131
C -2.9985 4.4387 4.4313
O -3.6406 5.1779 3.3650
C -5.0801 5.2761 3.4263
H 0.7277 3.7450 2.9861
H 0.1840 2.3853 2.0498
H 0.3931 2.2587 3.8478
H -1.0743 5.1589 3.9478
H -1.0325 3.9082 5.2496
H -3.1311 4.8302 5.4399
H -3.4212 3.4355 4.4845
H -5.3476 5.9918 2.6489
H -5.4204 5.7733 4.3346
H -5.5720 4.3253 3.2214
C 7.4965 -1.3852 -6.8450
O 7.3311 -2.3489 -5.8497
C 7.7165 -1.9509 -4.5632
C 6.8791 -2.7680 -3.5332
O 5.5956 -2.2396 -3.1531
C 4.7329 -1.9443 -4.2556
H 7.0031 -0.4597 -6.5483
H 6.9679 -1.7333 -7.7324
H 8.5595 -1.1618 -6.9357
H 7.4509 -0.8969 -4.4818
H 8.7917 -2.1091 -4.4789
H 7.4549 -2.9193 -2.6201
H 6.8649 -3.7884 -3.9162
H 3.7470 -1.5764 -3.9715
H 4.6531 -2.8461 -4.8626
H 5.1598 -1.1847 -4.9104
*
```

E_HOMO: -9.2 eV
Kohn-Sham gap: 9.478 eV
Energy above the lowest of the compared OMol25 structures with the same formula, charge and spin: 0.000 eV
LUMO energy: 0.30 eV